Formula: C5H7Cl2N2O
Source: OMol25
Level of theory: ωB97M-V/def2-TZVPD

Geometry as XYZ:
```
17
Properties=species:S:1:pos:R:3:lowdin_charge:R:1
O 0.13520 2.70224 -0.82276 0.04
C 0.03430 2.19537 0.30415 -0.30
C -0.39984 0.83975 0.55264 -0.16
C -1.40653 0.20978 -0.29561 -0.59
Cl -3.02440 0.11490 0.53281 0.70
N -1.01826 -1.25937 -0.54452 0.09
C 0.06865 -1.89773 -0.21788 -0.06
N 1.31260 -1.38891 -0.03630 0.04
C 1.73497 -0.13055 -0.30576 -0.63
Cl 2.97962 0.59597 0.40962 0.88
H 0.09157 2.81128 1.24068 0.15
H -0.30443 0.66408 1.60474 0.12
H -1.43028 0.73493 -1.27022 0.14
H -1.91189 -1.73865 -0.57196 0.13
H 0.00817 -2.89245 0.09422 0.15
H 1.95323 -2.11240 0.34133 0.19
H 1.17730 0.55175 -1.01517 0.11
```

The value obtained for the total energy is -35360.5165 eV. The calculation puts the HOMO energy (alpha / beta) at -13.19 / -12.44 eV. Its HOMO-LUMO gap (alpha / beta) is 7.710 / 6.655 eV. Its charge is +1. Its SMILES is [O-]/C=C\[C@H](Cl)/[NH+]=C\[NH+]=C\Cl.